C32H53N11 | the ωB97M-V functional and the def2-TZVPD basis

Structure (XYZ):
```
96
Properties=species:S:1:pos:R:3:mulliken_charge:R:1
N -5.96602 -1.40263 2.44974 -0.53
N 0.25268 3.43737 2.54709 -0.41
N 4.26952 -2.64445 -1.97032 -0.46
N 2.42608 0.85492 0.11548 -0.27
N -3.00892 -0.66346 -2.69241 -0.30
N -1.90538 -0.33685 2.70051 -0.48
N 2.24867 2.30722 -3.34917 -0.59
N 5.90921 -5.06011 -0.15973 -0.42
N 0.47958 5.92589 -1.36794 -0.47
N -0.35531 -1.70792 -4.71006 -0.47
N 2.57120 -1.91959 2.42581 -0.61
C 5.83512 0.57894 -0.44325 -0.47
C -2.23979 4.08904 2.19002 -0.51
C -3.36032 3.47575 4.39111 -1.34
C -3.26470 3.22215 2.87394 0.10
C -0.23952 1.40552 -3.33521 0.86
C -5.24981 -0.83041 4.88442 -0.22
C -0.25664 -2.62646 -1.34959 -0.71
C -0.92208 2.29377 -5.58671 -1.24
C -5.67716 -1.02270 3.51204 0.25
C -0.42547 -0.99245 0.59906 1.75
C 2.57107 4.56877 -0.58700 -0.03
C -1.31800 -1.49230 -5.30148 0.52
C 1.99512 0.50635 3.18332 -0.56
C 5.78567 -4.23762 0.61098 0.28
C -5.61743 -3.21899 5.48709 -1.23
C 3.56874 -3.42566 -2.44772 0.34
C -1.30255 2.15190 -4.10690 -0.27
C -0.84533 3.70131 2.43246 0.26
C -1.28237 -0.61403 1.78392 -0.25
C 3.37893 0.61772 -0.45892 0.02
C 4.56918 0.37619 -1.30002 0.00
C -4.64618 -2.06937 5.47041 -0.26
C 1.40371 5.33085 -1.01475 0.26
C -3.48655 -0.39125 -1.69278 0.38
C 5.52549 -3.27326 1.65805 -0.29
C -2.59244 -1.32247 -5.93110 -0.94
C -0.59877 -2.41012 0.12038 -0.71
C -4.04578 -0.13021 -0.37961 -0.75
C 1.13537 1.99204 -3.32683 -0.02
C 2.70114 -4.44450 -3.09345 -0.55
C 2.28010 -0.84182 2.71915 0.50
C 7.09428 0.40859 -1.37162 -1.28
H -4.20782 2.95457 4.85267 0.31
H 4.54126 1.18980 -1.97781 0.39
H -1.72027 2.74158 -6.17353 0.37
H -1.39727 3.16850 -3.65434 0.35
H 7.13065 -0.63275 -1.76901 0.29
H -5.10101 -0.26983 -0.48547 0.42
H -3.34285 -0.99028 -5.25033 0.27
H -0.45446 1.41618 -2.27167 -0.02
H -2.49159 3.19772 4.97935 0.37
H 6.21738 -2.46393 1.50828 0.16
H -0.91035 -2.09900 -2.05479 -0.07
H 7.02245 1.11644 -2.13838 0.41
H 2.44338 4.14923 0.39646 0.11
H -1.62089 -2.77221 0.24554 0.36
H 5.82081 1.62869 -0.11002 0.38
H 3.49219 5.13861 -0.56021 0.33
H 1.68682 -4.35408 -2.66950 0.03
H -4.68907 0.12032 4.81772 0.04
H -2.18113 1.52145 -4.01218 0.20
H 8.00756 0.59304 -0.77452 0.35
H -2.52228 4.06592 1.13018 0.29
H 5.90806 -0.13241 0.33897 0.32
H -2.42269 -0.60977 -6.75174 0.31
H -0.13796 0.39808 -3.54715 -0.32
H -2.40145 5.14022 2.50576 0.30
H 0.80902 -2.32724 -1.59022 0.07
H 5.86193 -3.62932 2.69329 0.34
H -0.83348 1.28564 -6.07362 0.18
H 0.05804 -3.02252 0.68292 0.41
H 0.01367 2.81084 -5.61967 0.42
H 3.08292 -5.46644 -2.91767 0.32
H 4.56435 -0.60440 -1.71024 -0.02
H 0.62104 -0.88584 0.82916 -0.52
H -3.76929 -2.32334 4.88235 0.22
H -3.43411 4.53523 4.62988 0.40
H -0.61288 -0.32795 -0.19349 -0.50
H -4.20090 3.34995 2.32102 0.36
H -5.83857 -3.52637 4.48766 0.37
H -3.12738 2.14219 2.62002 -0.11
H 0.87515 0.65019 3.32202 0.13
H -2.91762 -2.30708 -6.44658 0.33
H 2.69823 3.76105 -1.34819 -0.18
H -6.08513 -0.44848 5.45471 0.37
H 2.59431 0.61328 4.06595 0.46
H -0.33283 -3.64156 -1.62351 0.52
H 4.48768 -3.04724 1.70590 0.00
H -3.88457 0.91748 -0.03930 0.16
H -3.69034 -0.77012 0.41678 0.09
H 2.25222 1.26351 2.42028 0.10
H -4.26815 -1.93127 6.50281 0.32
H -6.53591 -3.06241 6.03970 0.32
H -5.09163 -4.09763 5.89811 0.34
H 2.64044 -4.29185 -4.16273 0.27
```

Summary:
Net charge: 0
E_LUMO (eV): 0.4
Highest occupied orbital energy (Ha): -0.40695
Spin multiplicity: 1
Structure (SMILES): CCCC#N.CCCC#N.CCCC#N.CCCC#N.CCCC#N.CC#N.CC#N.CC#N.CC#N.CC#N.CC#N
Gap between HOMO and LUMO (eV): 11.48



C4H13NO2 | the ωB97M-V functional and the def2-TZVPD basis

Structure (XYZ):
```
20
Properties=species:S:1:pos:R:3:mulliken_charge:R:1
O -3.38416 -0.87743 2.50609 -0.65
O -2.36850 0.03844 -1.25129 -0.49
N 1.30097 -0.57047 -1.09615 -0.24
C 2.34595 -0.00725 -0.18988 -0.41
C -0.07231 -0.70173 -0.67739 -0.73
C 1.95435 1.24478 0.64829 -0.91
C -0.98945 0.21477 -1.48208 -0.09
H -2.42130 -0.55377 -0.51337 0.30
H 3.17040 0.13973 -0.82898 0.41
H -0.85569 -0.05282 -2.49938 0.25
H 1.41340 0.86740 1.50639 0.25
H -0.48718 -1.73100 -0.60037 0.42
H -4.17359 -0.26255 2.22423 0.34
H -2.83426 -0.31953 3.01081 0.31
H 2.66344 -0.81642 0.59752 0.22
H 1.68826 -1.35292 -1.57980 0.22
H -0.74012 1.29787 -1.16385 0.07
H 1.25491 1.90910 -0.00660 0.16
H 2.74943 1.91460 0.99099 0.35
H -0.21456 -0.38078 0.40486 0.23
```

Summary:
Net charge: 0
Energy above the lowest of the compared OMol25 structures with the same formula, charge and spin (kJ/mol): 174.2
E_LUMO (eV): 0.7
Highest occupied orbital energy (Ha): -0.31942
Spin multiplicity: 1
Structure (SMILES): CCNCCO.O
Gap between HOMO and LUMO (eV): 9.35



Which value of highest occupied orbital energy does entry 2 give?
-0.31942 Ha



Look up the gap between HOMO and LUMO of the first one.
11.48 eV



What is the formula in the second record?
C4H13NO2



What is the highest occupied orbital energy in the first record?
-0.40695 Ha